C14H33Cl14FNb as an isolated structure in a non-equilibrium geometry. Source: the OMol25 dataset; level of theory: wB97M-V/def2-TZVPD.

ORCA input file:
```
! wB97M-V def2-TZVPD RIJCOSX def2/J DEFGRID3
* xyz -1 1
F 9.54289 -5.55316 -2.65085
Nb 7.67918 -5.57134 -2.74927
H 7.32489 -4.61197 -1.20373
H 7.56392 -4.08479 -3.86787
H 7.49731 -6.70208 -4.20304
H 7.57619 -7.13384 -1.75088
H 5.88285 -5.68201 -2.81924
Cl 7.01422 -1.19743 -5.74332
C 7.78779 -0.10085 -4.56678
C 8.44747 -0.86495 -3.45202
Cl 7.25224 -1.66296 -2.42025
H 7.02530 0.56966 -4.17809
H 8.51980 0.48645 -5.11832
H 9.01460 -0.17722 -2.82601
H 9.12156 -1.62857 -3.83510
Cl 3.19636 1.32043 -5.47043
C 3.68876 -0.28536 -4.83750
C 2.59642 -1.30467 -4.96734
Cl 1.21187 -0.94732 -3.88957
H 3.98781 -0.15458 -3.80163
H 4.55401 -0.60368 -5.41350
H 2.97801 -2.28358 -4.68482
H 2.21773 -1.35519 -5.98390
Cl -1.16365 1.02660 -1.71889
C -1.55231 1.24964 -3.44911
C -2.93751 1.80423 -3.62483
Cl -4.18056 0.62761 -3.12703
H -1.43231 0.28949 -3.94088
H -0.81901 1.94011 -3.86094
H -3.11548 2.04326 -4.67120
H -3.08040 2.70375 -3.03245
Cl -6.11780 1.73410 0.07963
C -4.58971 0.98381 0.62198
C -4.81345 -0.11453 1.61986
Cl -5.41877 0.50415 3.18623
H -3.96234 1.77090 1.03074
H -4.10517 0.57878 -0.26501
H -3.87082 -0.61837 1.82236
H -5.52929 -0.84544 1.25567
Cl 0.83308 4.89515 1.87055
C 1.88187 3.53026 1.39405
C 1.12041 2.44637 0.68487
Cl -0.01118 1.59389 1.77064
H 2.36403 3.15494 2.29176
H 2.64256 3.93152 0.72776
H 1.81594 1.70040 0.30553
H 0.54539 2.83839 -0.14842
Cl -4.17874 4.97280 5.77458
C -3.60284 3.39623 6.38146
C -4.70034 2.37173 6.44016
Cl -5.92015 2.75290 7.68854
H -3.15963 3.56096 7.35919
H -2.82907 3.05527 5.69648
H -4.28188 1.39969 6.69302
H -5.21858 2.28834 5.49055
Cl -7.16876 0.18122 6.56060
C -7.90199 -1.12626 5.59561
C -7.89392 -2.44485 6.31858
Cl -6.24467 -3.09775 6.51269
H -7.36116 -1.18503 4.65468
H -8.92924 -0.83061 5.39019
H -8.45950 -3.17773 5.74657
H -8.33422 -2.35688 7.30770
*
```

Orbital gap, eV: 6.57
Calculated total energy, eV: -194633.7381
LUMO level, eV: 1.678
M, u: 809.664
E_HOMO, eV: -4.894

Atomic partial charges in e from the Löwdin method, atoms 1 to 6: number 1, F, carries -0.627; number 2, Nb, carries 0.784; number 3, H, carries -0.187; number 4, H, carries -0.201; number 5, H, carries -0.189; number 6, H, carries -0.200